{"formula": "C5H7N2", "method": "ωB97M-V/def2-TZVPD", "elements": ["C", "C", "C", "N", "C", "C", "N", "H", "H", "H", "H", "H", "H", "H"], "coordinates": [[2.7681, 0.1917, 1.6351], [1.6624, 0.1017, 1.1288], [0.2987, -0.1401, 0.6064], [0.0195, -1.5396, -0.1121], [-0.9747, -1.3313, -0.8229], [-1.4141, 0.1406, -0.8809], [-0.2362, 0.8400, -0.4225], [3.7098, 0.4809, 1.9619], [-0.5468, -0.2641, 1.3973], [-1.4183, -2.0105, -1.3865], [-1.7532, 0.3983, -1.8476], [-2.3814, 0.2893, -0.2825], [0.5780, 1.0712, -1.0392], [-0.3118, 1.7719, 0.0647]], "forces_ev_per_a": [[-3.27, 0.17, -1.72], [0.47, -0.25, 0.29], [-1.06, -3.05, 1.06], [2.01, 1.50, 1.82], [1.12, 4.38, 1.35], [-2.65, -1.23, -0.27], [2.35, 1.97, 2.21], [1.20, -0.01, 0.59], [1.84, 0.93, -0.76], [-2.04, -3.23, -2.34], [0.19, 0.56, -1.27], [1.78, 0.15, -0.05], [-1.07, -0.88, -0.51], [-0.87, -1.02, -0.41]], "energy_ha": -303.8401, "max_force_ev_per_a": 4.72, "de_lowest_kj_mol": 469.7, "smiles": "C#C[C@@H]1N=CC[NH2+]1", "total_charge": 1}



{"formula": "C23H54N3O5S2", "method": "ωB97M-V/def2-TZVPD", "elements": ["C", "C", "C", "C", "C", "C", "C", "S", "O", "O", "N", "S", "O", "O", "C", "C", "C", "O", "C", "H", "H", "H", "H", "H", "H", "H", "H", "H", "H", "H", "H", "H", "H", "H", "H", "H", "H", "H", "H", "H", "H", "H", "H", "C", "C", "N", "C", "C", "C", "C", "H", "H", "H", "H", "H", "H", "H", "H", "H", "H", "H", "H", "H", "H", "H", "C", "C", "N", "C", "C", "C", "C", "H", "H", "H", "H", "H", "H", "H", "H", "H", "H", "H", "H", "H", "H", "H"], "coordinates": [[0.8666, 0.6804, 1.8278], [1.6947, -0.1403, 2.8214], [1.3108, -1.6112, 2.8467], [2.3760, -2.5078, 3.4395], [3.6258, -2.7174, 2.5723], [3.3494, -2.9544, 1.1057], [4.6115, -2.8495, 0.2464], [4.1808, -1.8755, -1.1862], [3.0157, -2.5257, -1.7475], [3.8942, -0.5569, -0.6554], [5.4804, -1.9316, -2.1177], [5.4844, -0.7770, -3.2588], [6.1260, 0.4392, -2.8437], [6.0732, -1.3394, -4.4500], [3.8069, -0.4456, -3.7136], [3.6942, 0.7121, -4.7092], [3.0729, 0.2907, -6.0234], [1.7026, -0.0584, -5.8877], [1.4441, -1.4482, -5.9057], [-0.1427, 0.2951, 1.7013], [1.3504, 0.7247, 0.8595], [0.7709, 1.6929, 2.2062], [2.7275, 0.0284, 2.5407], [1.4818, 0.2737, 3.8006], [1.0208, -1.9201, 1.8483], [0.4128, -1.7142, 3.4515], [1.9432, -3.4829, 3.6498], [2.7025, -2.1033, 4.3941], [4.3329, -1.9064, 2.7023], [4.1219, -3.6071, 2.9544], [2.9163, -3.9291, 0.9141], [2.6544, -2.2185, 0.7220], [4.9759, -3.8226, -0.0577], [5.4167, -2.3334, 0.7541], [3.1909, -0.2405, -2.8541], [3.4299, -1.3592, -4.1410], [4.6545, 1.1820, -4.8863], [3.0370, 1.4633, -4.2880], [3.1104, 1.1575, -6.6777], [3.6678, -0.5015, -6.4694], [0.8492, -1.7139, -5.0359], [2.3470, -2.0457, -5.8597], [0.8787, -1.7380, -6.7907], [-1.4646, 1.6291, 5.1767], [-2.4364, 2.0414, 4.0830], [-3.5780, 1.1557, 3.9609], [-4.3437, 1.3601, 2.7440], [-5.0544, 2.7064, 2.5562], [-4.3511, 0.9628, 5.1727], [-4.9485, 2.2014, 5.8552], [-1.1461, 0.5946, 5.0391], [-0.5773, 2.2622, 5.1363], [-1.8914, 1.7306, 6.1759], [-1.8904, 2.0265, 3.1362], [-2.7391, 3.0885, 4.2483], [-5.0802, 0.5563, 2.6573], [-3.6623, 1.2185, 1.8994], [-5.9364, 2.7961, 3.1899], [-5.3947, 2.7965, 1.5224], [-4.3945, 3.5508, 2.7562], [-3.7146, 0.4508, 5.8995], [-5.1516, 0.2509, 4.9564], [-4.2262, 3.0149, 5.9334], [-5.2593, 1.9455, 6.8707], [-5.8289, 2.5754, 5.3349], [0.2410, 1.4042, -2.4395], [-0.7229, 0.3259, -1.9802], [-2.0582, 0.8155, -1.6874], [-2.8717, -0.1498, -0.9741], [-3.2339, -1.4580, -1.6894], [-2.7131, 1.5349, -2.7618], [-2.8925, 0.8185, -4.1075], [0.2789, 2.2334, -1.7311], [1.2382, 0.9714, -2.5178], [-0.0193, 1.8018, -3.4224], [-0.2977, -0.0994, -1.0674], [-0.7360, -0.4869, -2.7225], [-3.7960, 0.3406, -0.6502], [-2.3431, -0.4058, -0.0498], [-3.9917, -1.3071, -2.4578], [-3.6487, -2.1657, -0.9676], [-2.3639, -1.9300, -2.1454], [-2.1487, 2.4537, -2.9425], [-3.6885, 1.8743, -2.4009], [-1.9815, 0.3096, -4.4245], [-3.1401, 1.5492, -4.8809], [-3.7019, 0.0898, -4.0829]], "forces_ev_per_a": [[-0.01, 0.05, 0.21], [-0.74, 0.30, -0.49], [0.01, 0.25, 0.13], [0.27, -0.26, -0.32], [-0.26, -0.48, 0.28], [0.38, 0.27, -0.40], [0.11, -0.09, -0.17], [0.76, -0.32, 0.45], [-0.34, -0.43, -0.42], [-0.09, 0.57, 0.25], [-1.09, 0.57, 0.08], [0.86, -0.78, -0.20], [-0.18, 0.64, 0.62], [0.13, -0.47, -0.54], [-0.50, 0.56, -0.22], [-0.23, -0.36, 0.09], [0.24, 0.68, 0.11], [0.20, -0.39, -0.12], [-0.31, 0.01, 0.25], [-0.17, -0.15, 0.00], [0.02, -0.07, -0.27], [-0.02, 0.33, -0.12], [0.39, -0.19, 0.29], [0.43, 0.06, 0.42], [0.06, -0.23, -0.22], [-0.28, 0.03, 0.09], [-0.14, -0.21, 0.04], [-0.04, 0.09, 0.29], [0.05, 0.37, -0.10], [0.31, -0.09, 0.21], [-0.33, -0.19, 0.18], [-0.21, 0.12, 0.06], [0.10, -0.14, -0.25], [0.16, 0.21, 0.06], [0.10, 0.05, 0.37], [0.03, -0.41, -0.06], [0.25, 0.05, -0.08], [-0.05, 0.32, 0.16], [-0.05, 0.09, -0.35], [-0.05, -0.30, -0.17], [-0.13, -0.01, 0.20], [0.26, -0.07, -0.08], [-0.03, 0.08, -0.25], [0.03, -0.02, 0.05], [0.11, 0.14, 0.05], [-0.09, -0.10, -0.10], [0.03, 0.01, -0.24], [-0.11, -0.04, -0.05], [0.02, -0.08, 0.23], [-0.09, -0.04, 0.05], [-0.03, -0.02, 0.00], [0.00, 0.01, -0.01], [-0.01, -0.01, 0.00], [-0.14, -0.03, -0.09], [0.07, 0.01, 0.01], [0.00, -0.02, 0.11], [0.09, 0.02, 0.07], [0.04, 0.04, 0.05], [0.03, -0.01, -0.01], [0.02, -0.01, 0.02], [0.05, 0.05, -0.02], [-0.01, 0.04, -0.12], [0.03, -0.01, -0.02], [0.00, -0.01, 0.00], [0.04, 0.06, -0.04], [0.00, 0.05, -0.21], [0.26, -0.04, -0.04], [-0.11, 0.01, 0.26], [-0.08, -0.10, 0.15], [-0.12, -0.04, 0.06], [0.02, 0.19, -0.16], [-0.09, 0.03, -0.04], [-0.04, -0.03, 0.05], [0.02, 0.03, 0.00], [0.02, 0.00, -0.01], [-0.23, -0.11, 0.07], [0.10, 0.01, -0.01], [0.00, 0.08, -0.09], [0.10, 0.02, -0.05], [0.05, 0.01, -0.06], [0.02, 0.01, 0.02], [0.02, 0.02, -0.01], [0.08, -0.05, 0.01], [-0.02, -0.10, 0.07], [0.02, 0.01, 0.02], [0.00, 0.01, 0.01], [0.05, -0.06, 0.01]], "energy_ha": -2245.5828, "max_force_ev_per_a": 1.23, "total_charge": -1}



{"formula": "C32H38Ge2N4O6S2ScSe", "method": "ωB97M-V/def2-TZVPD", "elements": ["Sc", "O", "C", "O", "C", "C", "N", "N", "C", "C", "O", "O", "H", "H", "H", "S", "C", "N", "C", "C", "S", "H", "H", "H", "H", "H", "C", "Ge", "C", "C", "Ge", "C", "C", "C", "C", "C", "C", "C", "C", "C", "C", "C", "C", "H", "H", "H", "H", "H", "H", "H", "H", "H", "H", "H", "H", "H", "H", "H", "H", "H", "H", "H", "C", "C", "C", "C", "C", "C", "Se", "C", "C", "C", "H", "H", "H", "H", "H", "H", "H", "H", "H", "H", "H", "O", "N", "O"], "coordinates": [[0.0754, -0.5085, 0.6901], [-4.9442, 1.6730, -2.1049], [-4.7436, 1.8690, -0.7900], [-5.6550, 2.0616, -0.0436], [-3.3057, 1.8919, -0.3683], [-2.4774, 2.9890, -0.2376], [-1.2852, 2.5399, 0.1883], [-1.2893, 1.2173, 0.3335], [-2.5049, 0.8020, -0.0004], [-2.7733, -0.6837, -0.0150], [-3.7992, -1.0803, -0.5202], [-1.7988, -1.3641, 0.5043], [-4.1208, 1.3975, -2.5283], [-2.6609, 4.0377, -0.3998], [-0.4383, 3.0539, 0.3746], [0.4073, -0.2555, 5.0388], [2.5873, -1.0155, 1.9412], [3.5959, -1.6353, 2.5777], [4.7200, -0.9943, 3.2397], [4.3695, 0.4393, 3.5987], [3.9217, 1.3238, 2.0957], [3.4832, -2.6324, 2.6425], [5.6021, -1.0056, 2.5954], [4.9408, -1.5627, 4.1453], [5.2388, 0.9498, 4.0119], [3.5466, 0.4851, 4.3134], [-1.1608, -2.9902, -3.5282], [0.6722, -3.0580, -2.8258], [0.7747, -4.5284, -1.5169], [1.9067, -3.4648, -4.3050], [1.1587, -0.9267, -1.7723], [0.8172, 0.3957, -3.2096], [-0.2576, 1.2824, -3.1487], [-0.5238, 2.1768, -4.1783], [0.2900, 2.2040, -5.3009], [1.3662, 1.3296, -5.3839], [1.6207, 0.4385, -4.3514], [3.1223, -0.8690, -1.5046], [3.8012, -1.9785, -0.9972], [5.1569, -1.9252, -0.6982], [5.8683, -0.7510, -0.9019], [5.2115, 0.3637, -1.4061], [3.8568, 0.3026, -1.6998], [-1.4450, -3.9459, -3.9706], [-1.2372, -2.2172, -4.2945], [-1.8693, -2.7556, -2.7321], [0.2809, -5.4189, -1.9092], [0.2829, -4.2498, -0.5837], [1.8123, -4.7857, -1.2989], [1.7845, -4.4994, -4.6302], [2.9421, -3.3170, -3.9957], [1.7035, -2.8112, -5.1539], [-0.9089, 1.2696, -2.2794], [-1.3658, 2.8566, -4.1081], [0.0870, 2.8985, -6.1059], [2.0051, 1.3412, -6.2584], [2.4661, -0.2371, -4.4325], [3.2612, -2.9060, -0.8292], [5.6617, -2.8053, -0.3158], [6.9269, -0.7067, -0.6778], [5.7583, 1.2846, -1.5689], [3.3613, 1.1851, -2.0911], [-5.6561, 3.1713, 2.8944], [-4.5050, 2.2252, 3.0752], [-4.6954, 0.8518, 3.0919], [-3.6399, -0.0320, 3.2844], [-3.9089, -1.5135, 3.2906], [-2.3545, 0.4971, 3.4506], [-0.9318, -0.7990, 3.5289], [-2.1160, 1.8782, 3.4161], [-0.7523, 2.5017, 3.5399], [-3.2125, 2.7124, 3.2362], [-6.5497, 2.6465, 2.5651], [-5.4234, 3.9280, 2.1440], [-5.8752, 3.6857, 3.8324], [-5.6901, 0.4528, 2.9349], [-4.9740, -1.6985, 3.1660], [-3.5887, -1.9737, 4.2276], [-3.3884, -2.0182, 2.4742], [0.0004, 1.9899, 2.9349], [-0.3968, 2.4784, 4.5695], [-0.8014, 3.5453, 3.2261], [-3.0469, 3.7851, 3.2109], [1.4544, 0.8785, 1.2832], [2.6328, 0.2924, 1.6786], [1.5386, -1.6597, 1.6261]], "forces_ev_per_a": [[0.44, -0.42, -0.13], [-0.03, -0.06, 0.06], [0.07, 0.00, -0.10], [-0.02, 0.09, 0.03], [0.07, -0.07, -0.04], [-0.12, 0.03, 0.08], [0.03, -0.03, -0.04], [-0.02, 0.10, 0.05], [-0.10, 0.10, -0.09], [-0.10, 0.25, -0.12], [0.05, -0.11, 0.17], [-0.02, 0.03, -0.01], [0.00, -0.02, -0.02], [0.00, 0.01, -0.01], [0.01, 0.00, 0.00], [-0.02, 0.02, -0.02], [0.00, 0.16, 0.16], [0.00, -0.03, -0.11], [0.02, -0.01, 0.00], [-0.01, 0.01, 0.00], [0.01, 0.02, 0.00], [0.00, 0.00, 0.01], [-0.01, 0.00, 0.01], [0.00, 0.00, 0.00], [0.00, 0.00, 0.00], [0.01, 0.00, 0.00], [0.02, 0.03, 0.02], [0.01, -0.06, -0.03], [0.00, 0.01, -0.02], [-0.05, -0.01, 0.02], [-0.05, 0.10, -0.04], [0.00, -0.02, -0.02], [-0.04, -0.04, 0.04], [-0.01, 0.04, -0.03], [0.01, -0.02, 0.01], [-0.03, 0.04, -0.01], [0.04, -0.02, 0.02], [0.00, 0.00, 0.02], [-0.02, -0.02, -0.01], [0.02, 0.00, 0.01], [-0.01, 0.01, -0.01], [0.04, -0.01, 0.01], [-0.04, 0.03, 0.00], [0.01, -0.01, -0.01], [-0.01, 0.00, 0.00], [0.00, 0.00, 0.01], [0.00, -0.01, -0.01], [0.00, 0.00, 0.00], [0.00, 0.01, 0.01], [0.00, 0.00, -0.01], [0.00, 0.00, 0.01], [0.01, 0.01, 0.00], [0.01, 0.01, -0.01], [0.00, -0.01, 0.01], [0.00, 0.00, 0.00], [0.01, 0.00, 0.00], [0.00, 0.00, -0.01], [0.00, 0.00, 0.00], [0.00, 0.00, 0.00], [0.01, 0.00, 0.00], [0.00, 0.01, 0.00], [0.00, 0.00, 0.00], [-0.01, 0.01, -0.01], [0.03, 0.00, -0.01], [0.00, 0.04, -0.01], [0.03, -0.02, 0.01], [-0.02, -0.02, -0.02], [0.00, 0.05, 0.05], [-0.06, 0.03, 0.13], [-0.02, -0.03, -0.03], [0.02, -0.01, 0.00], [0.00, -0.01, 0.01], [0.00, 0.00, 0.00], [0.00, -0.01, 0.01], [-0.01, 0.00, 0.01], [-0.01, -0.01, 0.01], [0.00, -0.01, 0.00], [0.00, 0.01, -0.01], [0.00, -0.02, -0.01], [-0.01, -0.01, 0.00], [-0.01, 0.01, 0.01], [0.02, 0.00, 0.00], [0.00, 0.00, 0.00], [-0.10, 0.04, 0.03], [-0.05, -0.02, 0.03], [0.01, -0.15, -0.08]], "energy_ha": -10025.1752, "max_force_ev_per_a": 0.62, "de_lowest_kj_mol": 131.0, "total_charge": 0, "multiplicity": 2}